Record 1
Computed, not measured: a single C4H4N2O3SSi molecule in a non-equilibrium geometry, with wB97M-V/def2-TZVPD.

## Properties
Relative energy (zero: lowest compared OMol25 entry of this formula, charge and spin) = 385.7 kJ/mol
Lowest unoccupied orbital energy (alpha / beta) = -0.0893 / -0.0890 hartree
HOMO (alpha / beta) = -7.7 / -7.6 eV
Largest force on an atom = 4.87 eV Å⁻¹

CARTESIAN COORDINATES (ANGSTROEM)
C1 -0.49252 2.95848 0.51923
C2 -0.04317 -0.54217 1.93043
C3 -1.59978 2.33312 0.22705
C4 1.89988 -1.31006 -1.04173
N1 0.54784 3.44433 0.74251
N2 -1.07705 -0.87238 -0.83738
O1 0.78722 -0.37071 2.80121
O2 -2.14202 -0.44777 -0.17388
O3 -1.14034 -1.06774 -2.03558
Si1 0.40358 -0.76863 0.07662
S1 -2.75898 1.44045 -0.23223
H1 -1.06752 -0.43625 2.00249
H2 1.76473 -0.90949 -2.00115
H3 2.86196 -1.07020 -0.66838
H4 2.05616 -2.38098 -1.30920

These are the Mulliken partial charges, in e, on atoms 1 to 4:
1. C 0.746
2. C -0.050
3. C -0.049
4. C -1.140



Record 2
Computed, not measured: a single C5H13N3O molecule in a non-equilibrium geometry, with wB97M-V/def2-TZVPD.

## Properties
Relative energy (zero: lowest compared OMol25 entry of this formula, charge and spin) = 696.7 kJ/mol
Lowest unoccupied orbital energy = 0.0257 hartree
HOMO = -6.2 eV
Largest force on an atom = 1.42 eV Å⁻¹

CARTESIAN COORDINATES (ANGSTROEM)
C1 -0.57813 1.40683 1.39785
C2 -0.97441 -1.82648 -0.60057
N1 -0.09369 0.17989 0.71070
C3 -1.37716 -0.60667 0.05225
N2 0.49362 -0.68620 1.67895
O1 -2.37976 0.04503 -0.01246
H1 0.81885 -0.16134 2.48821
H2 1.35946 -1.09982 1.33000
H3 0.29402 2.01572 1.61936
H4 -1.09279 1.10668 2.30604
H5 -1.28783 1.92845 0.76999
H6 0.11604 -1.56706 -1.22261
H7 -0.50975 -2.54924 0.06329
H8 -1.82357 -2.26975 -1.11005
C4 0.17530 1.30223 -1.43227
C5 1.58667 -0.59918 -1.00515
N3 0.85996 0.53943 -0.37826
H9 0.96219 1.66538 -2.08844
H10 -0.35319 2.17203 -1.04216
H11 -0.50912 0.70099 -2.04205
H12 2.61228 -0.23971 -1.14069
H13 1.70101 -1.45723 -0.34194

These are the Mulliken partial charges, in e, on atoms 1 to 4:
1. C -1.159
2. C -1.257
3. N 0.993
4. C 0.706



Record 3
Computed, not measured: 10 unconnected molecules or ions with the total composition C29H74Cl2N19O12 in a non-equilibrium geometry, with wB97M-V/def2-TZVPD.

## Properties
Lowest unoccupied orbital energy = 0.0420 hartree
HOMO = -5.4 eV
Largest force on an atom = 5.28 eV Å⁻¹
Total charge = -1

CARTESIAN COORDINATES (ANGSTROEM)
C1 1.49357 -3.08329 9.11363
C2 1.85302 -2.70476 7.56909
C3 0.63277 -1.83734 6.95672
C4 -0.41489 -2.84118 6.23183
C5 -0.91234 -2.20873 4.84296
C6 -0.22191 -2.84121 3.54421
C7 1.35516 -2.98209 3.92286
O1 2.07966 -1.94619 3.82119
O2 1.83137 -4.23242 4.32380
N1 -0.39315 -2.06930 2.27803
C8 -1.53717 -1.13603 2.27673
C9 -1.92580 -0.47587 0.87196
C10 -1.01191 0.83477 0.60997
C11 -1.73787 1.75273 -0.49830
C12 -0.71639 2.34248 -1.60028
C13 -0.01253 1.08524 -2.31501
C14 0.48725 1.56471 -3.76935
C15 2.03776 1.11118 -3.90985
C16 2.44785 1.36755 -5.45393
O3 1.66807 0.44099 -6.27809
C17 2.37069 -0.81504 -6.43205
C18 -0.36480 -3.05576 1.18644
Cl1 0.49783 -2.43639 -0.35383
C19 -1.75128 -3.80194 0.85029
C20 -1.58155 -5.38774 1.20592
Cl2 -2.15638 -3.79081 -0.97289
H1 2.21221 -2.47899 9.76537
H2 1.63235 -4.20094 9.30035
H3 0.42095 -2.81892 9.39447
H4 2.82119 -2.10199 7.48157
H5 1.98438 -3.66153 6.96277
H6 0.16376 -1.21912 7.79175
H7 1.11410 -1.12177 6.18993
H8 -0.02539 -3.90864 6.15223
H9 -1.33742 -2.86838 6.92930
H10 -0.74559 -1.07170 4.91717
H11 -2.03933 -2.36230 4.76533
H12 -0.66818 -3.90398 3.43647
H13 -2.49030 -1.68097 2.65226
H14 -1.26002 -0.25243 2.96565
H15 -3.00044 -0.06543 0.99391
H16 -1.96114 -1.18986 -0.01270
H17 -1.04395 1.44474 1.59234
H18 0.07675 0.59244 0.38507
H19 -2.36419 2.59967 -0.03544
H20 -2.50738 1.07977 -1.03806
H21 -1.34835 2.94361 -2.35093
H22 0.00447 3.05354 -1.07573
H23 0.86658 0.75357 -1.64750
H24 -0.77155 0.23132 -2.40669
H25 -0.15913 1.04955 -4.55527
H26 0.42387 2.70361 -3.82230
H27 2.65618 1.72894 -3.17767
H28 2.07708 -0.01912 -3.71016
H29 2.22779 2.44902 -5.71663
H30 3.57267 1.17151 -5.58613
H31 3.13098 -0.96278 -5.58812
H32 1.59260 -1.65434 -6.41583
H33 2.91866 -0.84961 -7.44899
H34 0.35018 -3.89172 1.54011
H35 -2.65630 -3.46136 1.44335
H36 -0.52985 -5.77341 1.00999
H37 -1.97653 -5.58486 2.25604
H38 -2.29717 -5.92953 0.48530
C21 5.83605 -2.66400 5.45100
O4 6.39059 -3.53193 6.12406
N2 4.56758 -2.78025 5.01273
N3 6.45841 -1.51147 5.09183
H39 4.09522 -2.08187 4.46069
H40 4.06998 -3.62269 5.25812
H41 7.40810 -1.38705 5.40025
H42 6.02548 -0.79092 4.54371
C22 -5.19318 3.41280 0.03059
O5 -4.54322 2.37800 0.07725
N4 -6.51748 3.45964 0.31003
N5 -4.64103 4.60801 -0.30629
H43 -7.06825 4.29825 0.27824
H44 -6.96275 2.59422 0.56442
H45 -3.65735 4.61484 -0.52141
H46 -5.15520 5.46834 -0.35047
C23 5.48851 -7.14810 8.05494
O6 5.07123 -8.25705 8.36365
N6 6.56554 -6.57848 8.65323
N7 4.91568 -6.39082 7.09123
H47 6.92252 -5.67019 8.41360
H48 7.02202 -7.10835 9.37643
H49 4.11249 -6.77550 6.62065
H50 5.24727 -5.47757 6.82632
C24 -9.95602 4.01645 2.03248
O7 -8.79597 4.29490 1.75461
N8 -10.99857 4.35175 1.23834
N9 -10.29414 3.34638 3.16361
H51 -11.95434 4.13321 1.44896
H52 -10.78861 4.85046 0.39051
H53 -9.54442 3.07955 3.78054
H54 -11.23664 3.10780 3.41112
C25 4.29180 -5.62635 1.71879
O8 3.44106 -5.36822 0.87831
N10 4.08101 -5.47401 3.04590
N11 5.52796 -6.09112 1.38827
H55 4.76905 -5.68193 3.74684
H56 3.16981 -5.12798 3.33700
H57 5.72371 -6.21798 0.40942
H58 6.24068 -6.30926 2.05996
C26 4.13851 4.90535 -5.34032
O9 3.73352 3.79678 -5.02358
N12 5.20488 5.49459 -4.74311
N13 3.55951 5.64357 -6.31697
H59 5.55232 6.40336 -4.98959
H60 5.66426 4.97764 -4.01129
H61 2.76420 5.24112 -6.78591
H62 3.87767 6.55482 -6.59265
C27 4.96300 3.87887 -9.69698
O10 5.05527 5.08932 -9.85971
N14 4.96702 3.30305 -8.47149
N15 4.84792 3.00725 -10.72947
H63 4.89216 2.31318 -8.31766
H64 5.05141 3.91582 -7.67706
H65 4.84062 3.39536 -11.65817
H66 4.77070 2.00915 -10.61522
C28 2.98025 -0.04446 -11.74512
O11 3.91358 0.00107 -10.95557
N16 2.53216 1.04731 -12.41319
N17 2.31302 -1.19145 -12.01979
H67 1.76843 1.02992 -13.06387
H68 3.00213 1.91988 -12.23471
H69 2.61657 -2.02445 -11.54239
H70 1.54525 -1.25128 -12.66307
C29 -12.38405 7.59868 0.69350
O12 -12.17892 6.47124 0.26911
N18 -13.59415 7.99527 1.16091
N19 -11.41981 8.55037 0.73427
H71 -13.78306 8.91561 1.51350
H72 -14.33657 7.31568 1.14681
H73 -10.50685 8.29345 0.39588
H74 -11.56712 9.48127 1.07884

These are the Mulliken partial charges, in e, on atoms 1 to 4:
1. C -1.149
2. C 0.044
3. C -0.834
4. C -0.801



Record 4
Computed, not measured: a molecular structure, H16KrO8, with wB97M-V/def2-TZVPD.

## Properties
Relative energy (zero: lowest compared OMol25 entry of this formula, charge and spin) = 34.2 kJ/mol
Lowest unoccupied orbital energy = 0.0016 hartree
HOMO = -10.5 eV
Largest force on an atom = 0.75 eV Å⁻¹

CARTESIAN COORDINATES (ANGSTROEM)
Kr1 0.52129 -0.34226 -0.75222
O1 -2.40459 2.44545 0.79553
H1 -1.90080 1.74751 1.21424
H2 -2.41685 3.15265 1.44048
O2 1.35740 3.50924 -0.74463
H3 1.79742 4.34798 -0.88294
H4 0.95437 3.30755 -1.58910
O3 0.91400 -3.57402 -2.56740
H5 1.80645 -3.28256 -2.75402
H6 0.88372 -3.65930 -1.61449
O4 -1.35692 -2.18002 -3.48840
H7 -0.55387 -2.50759 -3.08338
H8 -1.13898 -2.09172 -4.41626
O5 1.50598 2.67882 1.94314
H9 0.59616 2.74940 2.23208
H10 1.48283 2.91835 1.01669
O6 -2.96250 -1.15572 1.26536
H11 -3.42784 -1.17738 2.10155
H12 -2.23952 -0.54501 1.40880
O7 2.28311 -2.83493 0.42080
H13 3.09838 -2.54370 0.01246
H14 2.27062 -2.39611 1.27140
O8 -0.68619 0.57702 2.07211
H15 -0.56521 0.41304 3.00737
H16 0.18154 0.44328 1.69081

These are the Mulliken partial charges, in e, on atoms 1 to 4:
1. Kr 0.005
2. O -0.635
3. H 0.354
4. H 0.295